DFT (ωB97M-V/def2-TZVPD) results for 3 unconnected molecules or ions with the total composition CH10N2O2 at a distorted geometry.

Structure (ORCA input):
```
! wB97M-V def2-TZVPD RIJCOSX def2/J DEFGRID3
* xyz 0 1
N -0.165 -1.824 -0.081
C 0.859 -0.729 -0.035
N 0.227 0.624 0.429
H -0.277 -2.261 0.813
H -1.033 -1.644 -0.555
H 1.746 -1.148 0.664
H 1.364 -0.519 -0.987
H -0.382 1.149 -0.152
H -0.155 0.485 1.288
O 2.036 2.271 1.515
H 1.597 1.508 1.864
H 1.779 2.465 0.603
O -2.312 0.002 -1.515
H -2.010 -0.325 -2.332
H -3.273 -0.055 -1.521
*
```

As for the LUMO energy: 0.52 eV. As for the HOMO energy: -8.51 eV. The calculation puts the energy above the lowest of the compared OMol25 structures with the same formula, charge and spin at 120.5 kJ/mol. Its total energy is -8273.266 eV. The calculation puts the HOMO-LUMO gap at 9.028 eV. The SMILES is NCN.O.O.